17
Properties=species:S:1:pos:R:3 method="wB97M-V/def2-TZVPD" homo_lumo_gap_ev=6.6 e_homo_ev=-3.849 e_above_lowest_kcal_mol=0.0 charge=-1 spin_multiplicity=1
Se -0.70 -0.25 -1.52
S -1.89 2.74 1.99
O 2.16 -2.58 -0.35
O 1.32 -0.74 0.54
O -3.07 0.02 4.67
O -0.71 -0.58 1.56
N -2.65 0.79 3.86
C 0.14 -0.04 0.88
C 1.23 -1.83 -0.23
C -0.08 -2.01 -0.95
C -0.38 2.44 1.13
C -2.43 1.48 2.95
C 0.34 1.40 0.70
H -0.83 -2.41 -0.26
H 1.23 1.62 0.13
H -0.07 3.44 0.83
H 0.05 -2.67 -1.80

=====

119
Properties=species:S:1:pos:R:3 method="wB97M-V/def2-TZVPD" homo_lumo_gap_ev=7.7 e_homo_ev=-11.727 charge=+1 spin_multiplicity=1
Cl -0.68 3.70 -4.32
Cl -3.98 -4.12 -5.03
Cl -0.38 3.03 1.49
Cl -10.18 9.24 3.72
Cl -0.73 -5.14 -3.16
Cl -2.22 3.34 3.69
Cl 14.10 9.26 4.86
Cl -10.69 -3.55 -3.50
Cl 5.36 4.76 11.13
Cl 3.58 -3.48 3.32
Cl -3.03 4.99 -3.24
Cl -8.14 7.59 4.92
Cl 4.10 4.56 2.68
Cl 15.60 10.30 7.09
Cl -0.35 -8.58 -7.21
Cl 1.67 -5.30 2.14
Cl -0.88 -10.62 -5.24
Cl 5.92 1.52 2.92
Cl 11.60 4.19 3.77
Cl -0.25 -4.64 -9.48
Cl -4.95 3.85 1.59
Cl 1.30 -1.33 1.17
Cl -0.08 -7.97 -4.41
Cl 15.06 13.82 2.22
Cl -10.86 -9.40 0.37
Cl -12.60 -10.52 -1.64
Cl 2.68 1.45 -6.73
Cl -7.50 5.21 1.61
Cl -5.64 -10.94 -5.59
Cl -3.15 -4.01 -1.07
Cl -5.60 5.73 -0.50
Cl -0.11 -2.40 -1.09
Cl 12.23 6.91 4.53
Cl -3.04 2.15 -3.77
Cl 14.27 12.11 5.28
Cl 8.51 6.87 3.81
Cl 5.11 4.94 0.01
Cl 9.19 5.03 5.91
Cl -12.68 -7.69 -1.08
Cl -6.43 -9.45 -3.25
Cl -10.41 -8.84 -2.44
Cl 0.78 -3.30 4.02
Cl 14.76 16.68 1.98
Cl 7.07 4.38 4.07
Cl -8.04 -11.65 -4.17
Cl 8.22 5.13 11.26
Cl 5.73 -0.84 4.57
Cl 2.70 3.41 0.43
Cl -7.94 -9.21 -5.70
Cl 4.08 1.45 5.14
Cl -4.51 -4.59 1.43
Cl 1.05 0.93 -4.41
Cl -1.47 3.22 -1.60
Cl -3.08 -6.68 0.02
Cl -6.82 -3.82 -5.43
Cl 2.69 6.27 0.83
Cl -3.01 -4.13 -8.85
Cl 3.56 -0.13 2.79
Cl -1.32 -2.62 -4.45
Cl 7.13 2.67 10.21
Cl -1.99 5.40 1.68
Cl 2.31 -0.86 -1.48
Cl 2.36 -5.54 4.93
Cl 1.42 -3.37 -3.94
Cl 0.16 4.96 3.56
Cl -8.80 -5.98 0.82
Cl 6.68 6.48 6.00
Cl 14.31 5.17 3.57
Cl -9.96 -1.86 -1.27
Cl -6.96 3.19 -0.37
Cl -8.55 -1.63 -3.77
Cl -0.11 -4.75 -5.96
Cl -8.19 -3.97 -2.13
Cl -1.11 -1.97 -8.82
Cl 3.52 -0.52 -4.79
Cl -9.95 6.46 2.98
Cl 12.28 6.14 1.75
Cl -5.36 -5.82 -6.91
Cl -1.90 -3.16 -11.33
Cl 1.82 -9.72 -5.69
Cl 1.26 -1.05 -6.51
Cl -10.91 7.18 5.61
Cl -1.65 -4.56 1.34
Cl 6.88 5.13 8.71
Cl 16.59 10.64 4.40
Cl -5.76 -6.12 -4.06
Cl 14.81 15.45 4.59
Cl -0.12 0.43 -0.62
Cl 12.54 15.06 2.86
O -5.92 -8.14 -0.46
O -6.47 -5.84 -1.03
N -8.23 -7.33 -0.10
C -6.26 4.49 0.59
C -7.02 -10.32 -4.69
C 14.29 15.25 2.91
C -9.35 -2.75 -2.67
C -3.08 -4.95 0.42
C -5.48 -4.96 -5.37
C 15.14 10.58 5.41
C 3.65 4.80 0.99
C 4.82 0.50 3.86
C -0.18 -3.97 -4.38
C 6.90 4.42 10.33
C 0.13 -9.22 -5.64
C -1.57 -3.47 -9.63
C -9.80 7.62 4.31
C -11.65 -9.11 -1.20
C 2.10 -4.41 3.60
C 12.61 5.60 3.40
C 2.12 0.20 -5.61
C 7.87 5.69 4.95
C -2.05 3.52 -3.24
C -1.11 4.19 2.61
C 0.85 -1.04 -0.51
B -6.73 -7.08 -0.56
H -8.32 -8.18 0.47
H -5.02 -7.92 -0.16
H -5.94 -5.30 -0.40
H -8.80 -7.44 -0.95

=====

79
Properties=species:S:1:pos:R:3 method="wB97M-V/def2-TZVPD" homo_lumo_gap_ev="7.5 / 6.6" e_homo_ev="-13.604 / -13.672" e_above_lowest_kcal_mol=0.0 charge=+2 spin_multiplicity=4
Re 0.65 -0.44 0.07
Br 9.16 -1.20 0.26
P -1.69 2.13 -0.09
O 2.53 0.58 0.05
O -0.84 0.89 0.19
O 2.33 -1.57 0.06
N -0.82 -2.31 -2.34
N -0.71 -2.48 2.40
N 0.49 -0.30 -2.03
N -0.60 -1.96 0.04
N -2.54 2.40 1.27
N -2.78 1.95 -1.29
N -0.72 3.36 -0.59
N 0.61 -0.47 2.18
C -3.66 3.34 1.30
C -3.90 1.03 -1.06
C 0.28 -0.04 4.90
C 5.12 -1.97 0.35
C 3.14 -0.56 0.08
C 1.06 0.83 4.14
C -1.92 -5.04 -1.45
C -0.93 -2.68 -1.12
C -2.36 1.67 2.52
C -2.35 -6.17 -0.76
C 6.49 -2.12 0.40
C -1.44 -4.02 0.68
C -0.13 -1.34 2.91
C 1.20 0.59 2.81
C 5.39 0.41 -0.06
C 6.76 0.26 -0.02
C -1.47 -3.98 -0.70
C -0.26 -1.14 -2.79
C -2.50 2.17 -2.71
C 0.89 1.11 -3.92
C -0.30 -1.13 4.28
C 7.30 -1.00 0.21
C -1.33 4.66 -0.89
C 0.12 0.26 -4.72
C 1.05 0.80 -2.60
C 0.61 3.51 -0.01
C 4.57 -0.71 0.12
C -0.88 -2.76 1.17
C -1.87 -5.14 1.38
C -2.33 -6.21 0.63
C -0.45 -0.86 -4.15
H 7.41 1.11 -0.17
H -0.02 0.46 -5.77
H 1.37 1.98 -4.33
H 1.24 4.06 -0.72
H -1.56 0.94 2.43
H 0.14 0.11 5.96
H -3.31 2.73 -3.16
H 0.59 4.08 0.93
H -1.84 -5.16 2.46
H -0.89 -1.85 4.82
H 1.08 2.55 0.18
H -1.03 -1.56 -4.72
H -2.71 -7.03 -1.31
H -3.66 0.03 -1.45
H 1.81 1.23 2.19
H -2.67 -7.11 1.14
H 6.94 -3.08 0.58
H 4.95 1.38 -0.23
H 4.48 -2.83 0.48
H -1.57 2.71 -2.84
H -3.49 4.13 2.03
H 1.55 1.68 4.59
H -2.42 1.21 -3.23
H -3.28 1.14 2.78
H -0.69 5.19 -1.59
H 1.66 1.41 -1.96
H -1.45 5.27 0.01
H -2.31 4.53 -1.36
H -4.58 2.81 1.58
H -4.12 0.94 0.01
H -1.93 -5.00 -2.53
H -4.79 1.40 -1.56
H -2.12 2.36 3.33
H -3.82 3.79 0.32